[1]
128
Properties=species:S:1:pos:R:3:lowdin_charge:R:1 method="wB97M-V/def2-TZVPD" orbital_gap_ev=6.67 spin_multiplicity=1 e_tot_ev=-68239.105 relative_energy_ev=0.000 total_charge=+2
Li -26.905 -20.157 21.223 0.690
Li -25.449 -18.423 24.725 0.709
Li -23.375 -21.817 23.436 0.710
Li -25.198 -23.016 21.273 0.695
C -25.437 -20.307 23.138 -1.123
O -26.232 -19.372 23.012 -0.109
O -25.441 -21.241 22.307 -0.195
O -24.585 -20.237 23.986 -0.082
C -33.866 -24.133 27.163 -0.082
O -33.040 -24.134 25.985 -0.241
C -33.706 -24.560 24.777 -0.198
C -32.732 -24.346 23.628 -0.203
N -31.544 -25.191 23.856 -0.042
C -30.574 -25.111 22.714 -0.146
C -29.768 -23.797 22.849 -0.268
O -28.782 -23.980 23.774 -0.172
C -27.890 -22.882 23.847 -0.074
H -34.046 -25.184 27.389 0.090
H -34.757 -23.536 26.969 0.081
H -33.370 -23.656 28.008 0.086
H -34.608 -23.961 24.653 0.117
H -33.996 -25.598 24.946 0.124
H -32.460 -23.291 23.592 0.092
H -33.207 -24.554 22.669 0.122
H -31.052 -24.813 24.653 0.094
H -31.112 -25.208 21.771 0.118
H -29.840 -25.894 22.897 0.109
H -30.340 -22.878 22.978 0.117
H -29.236 -23.650 21.909 0.099
H -27.153 -22.996 24.641 0.108
H -28.330 -21.888 23.930 0.065
H -27.411 -22.961 22.871 0.057
C -25.864 -17.866 19.887 -0.057
O -26.036 -19.269 19.676 -0.269
C -24.848 -19.956 19.226 -0.170
C -25.098 -21.349 18.621 -0.129
N -25.938 -22.320 19.423 -0.114
C -26.064 -23.523 18.643 -0.206
C -26.726 -24.612 19.498 -0.218
O -26.177 -24.594 20.774 -0.280
C -26.600 -25.808 21.473 -0.026
H -26.676 -17.557 20.545 0.078
H -25.887 -17.209 19.017 0.117
H -24.989 -17.802 20.533 0.081
H -24.182 -19.968 20.090 0.107
H -24.363 -19.351 18.460 0.130
H -24.166 -21.876 18.419 0.129
H -25.599 -21.198 17.665 0.131
H -26.875 -21.942 19.445 0.115
H -25.102 -23.853 18.251 0.130
H -26.562 -23.386 17.683 0.138
H -26.589 -25.582 19.019 0.140
H -27.797 -24.422 19.571 0.132
H -26.218 -26.744 21.065 0.106
H -27.689 -25.849 21.498 0.090
H -26.278 -25.774 22.514 0.100
C -21.253 -19.258 18.626 -0.102
O -21.367 -19.921 19.869 -0.224
C -20.829 -19.167 20.976 -0.154
C -21.582 -19.568 22.266 -0.160
N -21.747 -21.028 22.488 -0.102
C -20.533 -21.671 22.922 -0.207
C -20.315 -21.683 24.421 -0.222
O -20.005 -20.360 24.793 -0.162
C -19.907 -20.333 26.195 -0.115
H -20.221 -19.124 18.300 0.099
H -21.825 -18.332 18.558 0.085
H -21.663 -19.971 17.911 0.088
H -20.804 -18.102 20.745 0.130
H -19.847 -19.636 21.044 0.121
H -22.593 -19.229 22.039 0.100
H -21.306 -18.991 23.148 0.112
H -22.009 -21.286 21.547 0.094
H -19.612 -21.348 22.437 0.133
H -20.651 -22.721 22.655 0.127
H -19.534 -22.405 24.657 0.141
H -21.264 -21.977 24.868 0.112
H -19.776 -19.300 26.517 0.096
H -19.009 -20.852 26.530 0.099
H -20.744 -20.717 26.779 0.085
C -23.212 -18.909 26.671 -0.070
O -23.913 -17.940 25.880 -0.248
C -23.097 -17.010 25.146 -0.185
C -23.960 -16.036 24.363 -0.184
N -24.837 -16.699 23.364 -0.082
C -25.651 -15.624 22.667 -0.118
C -24.756 -14.621 21.780 -0.193
O -23.937 -15.493 21.077 -0.235
C -22.979 -14.829 20.244 -0.075
H -22.975 -19.821 26.123 0.071
H -23.806 -19.178 27.545 0.101
H -22.307 -18.520 27.138 0.093
H -22.371 -17.443 24.458 0.116
H -22.549 -16.377 25.844 0.135
H -23.306 -15.378 23.791 0.118
H -24.564 -15.485 25.085 0.137
H -24.321 -17.105 22.596 0.079
H -26.289 -15.081 23.365 0.122
H -26.261 -16.254 22.020 0.078
H -24.156 -13.966 22.412 0.115
H -25.325 -14.025 21.066 0.129
H -22.384 -15.512 19.638 0.076
H -22.205 -14.395 20.877 0.090
H -23.308 -14.054 19.552 0.097
C -31.803 -17.512 22.499 -0.130
O -30.615 -16.848 22.893 -0.145
C -29.549 -17.807 22.780 -0.202
C -29.791 -19.158 23.462 -0.235
N -29.967 -19.083 24.919 -0.021
C -30.441 -20.343 25.521 -0.174
C -31.928 -20.657 25.415 -0.237
O -32.733 -19.634 25.932 -0.196
C -34.143 -19.746 25.691 -0.071
H -32.255 -18.090 23.306 0.080
H -31.932 -18.008 21.537 0.097
H -32.534 -16.726 22.310 0.093
H -28.690 -17.338 23.259 0.115
H -29.325 -17.911 21.718 0.112
H -28.940 -19.814 23.276 0.079
H -30.595 -19.704 22.969 0.101
H -30.745 -18.463 25.092 0.096
H -30.231 -20.290 26.589 0.122
H -29.871 -21.168 25.093 0.092
H -32.150 -21.524 26.038 0.118
H -32.233 -20.850 24.386 0.109
H -34.487 -20.762 25.881 0.081
H -34.332 -19.566 24.632 0.077
H -34.749 -18.981 26.177 0.095

[2]
155
Properties=species:S:1:pos:R:3:lowdin_charge:R:1 method="wB97M-V/def2-TZVPD" orbital_gap_ev=10.18 spin_multiplicity=1 e_tot_ev=-336441.052 relative_energy_ev=3.231
C 4.198 -0.128 -3.216 -1.606
Cl 3.888 -1.630 -4.018 0.600
Cl 5.538 0.756 -4.009 0.511
Cl 4.546 -0.271 -1.526 0.579
H 3.291 0.477 -3.199 -0.062
C 0.200 4.900 1.799 -1.409
Cl 0.708 6.177 3.016 0.490
Cl -0.657 5.658 0.444 0.570
Cl -0.923 3.712 2.569 0.515
H 1.066 4.355 1.425 -0.009
C 2.081 4.124 -3.650 -1.452
Cl 1.890 5.858 -3.218 0.522
Cl 3.648 3.315 -3.084 0.526
Cl 2.078 3.947 -5.359 0.577
H 1.222 3.537 -3.322 -0.016
C -2.333 4.603 -5.637 -1.458
Cl -3.051 3.738 -4.251 0.580
Cl -1.331 3.556 -6.595 0.579
Cl -1.237 5.936 -5.054 0.484
H -3.129 5.000 -6.268 0.021
O 2.178 0.836 -5.276 -0.357
S 0.729 0.726 -5.243 0.601
O -0.122 1.677 -4.566 -0.361
O 0.235 0.691 -6.831 -0.336
C 1.154 0.970 -7.986 -0.187
C 0.345 0.630 -9.297 -0.059
C 0.281 -1.012 -4.860 -0.089
H 1.997 0.281 -7.936 0.112
H 1.396 2.031 -7.926 0.102
H 0.911 0.843 -10.204 0.074
H -0.551 1.243 -9.386 0.067
H 0.072 -0.425 -9.281 0.072
H 0.560 -1.302 -3.847 0.043
H 0.592 -1.639 -5.695 0.074
H -0.808 -0.968 -4.890 0.057
O -6.047 -0.732 -0.515 -0.303
S -5.297 0.498 -0.426 0.690
O -4.523 0.928 0.744 -0.307
O -4.344 0.751 -1.808 -0.295
C -5.083 0.816 -3.030 -0.286
C -4.063 0.193 -3.965 -0.065
C -6.596 1.816 -0.672 -0.094
H -5.236 1.861 -3.301 0.099
H -6.041 0.304 -2.939 0.117
H -3.102 0.700 -3.882 0.054
H -4.464 0.271 -4.976 0.085
H -3.939 -0.874 -3.778 0.072
H -6.126 2.626 -1.230 0.042
H -6.928 2.111 0.323 0.069
H -7.491 1.413 -1.145 0.066
O 4.359 3.722 3.047 -0.320
S 4.397 3.595 1.568 0.671
O 3.726 4.575 0.727 -0.297
O 5.942 3.453 0.996 -0.260
C 6.883 2.591 1.558 -0.308
C 8.154 3.318 1.994 -0.055
C 3.729 1.952 1.123 -0.119
H 7.001 1.805 0.812 0.123
H 6.528 2.074 2.450 0.111
H 7.922 4.250 2.510 0.083
H 8.819 3.511 1.153 0.077
H 8.684 2.780 2.780 0.076
H 2.656 1.927 1.310 0.050
H 4.272 1.216 1.717 0.060
H 3.869 1.940 0.042 0.021
O -2.799 -4.282 8.472 -0.273
S -1.484 -4.028 7.962 0.663
O -0.818 -4.935 7.035 -0.315
O -1.489 -2.524 7.254 -0.251
C -0.302 -2.021 6.663 -0.294
C -0.645 -0.859 5.737 -0.067
C -0.270 -3.796 9.357 -0.083
H 0.273 -2.761 6.106 0.090
H 0.329 -1.547 7.414 0.119
H -1.257 -0.077 6.188 0.080
H -1.218 -1.175 4.866 0.071
H 0.198 -0.257 5.400 0.076
H -0.741 -3.201 10.140 0.069
H 0.636 -3.366 8.929 0.051
H -0.076 -4.826 9.655 0.066
O -5.850 5.156 -0.399 -0.311
S -4.408 5.151 -0.228 0.672
O -3.567 4.156 -0.987 -0.351
O -3.827 6.675 -0.552 -0.270
C -4.594 7.741 -0.035 -0.335
C -4.367 8.841 -0.981 -0.067
C -4.098 4.998 1.549 -0.122
H -4.276 7.971 0.982 0.123
H -5.640 7.493 0.149 0.116
H -4.992 9.684 -0.684 0.088
H -4.516 8.481 -1.999 0.095
H -3.350 9.217 -0.870 0.087
H -4.847 5.509 2.154 0.077
H -3.072 5.339 1.688 0.003
H -4.295 3.949 1.770 0.067
O 4.481 -5.264 5.769 -0.296
S 3.230 -4.529 5.608 0.690
O 2.742 -3.662 6.700 -0.313
O 3.477 -3.585 4.228 -0.253
C 2.633 -2.457 4.128 -0.323
C 2.904 -1.649 2.900 -0.057
C 1.996 -5.727 5.103 -0.106
H 2.639 -1.844 5.030 0.114
H 1.576 -2.719 4.074 0.107
H 2.349 -0.714 2.834 0.072
H 2.630 -2.135 1.963 0.059
H 3.973 -1.436 2.881 0.087
H 1.060 -5.259 4.798 0.065
H 1.810 -6.172 6.080 0.075
H 2.475 -6.306 4.314 0.062
O 1.542 -5.022 2.185 -0.309
S 2.446 -5.771 1.293 0.662
O 2.554 -7.208 1.342 -0.266
O 2.207 -5.260 -0.301 -0.293
C 1.751 -3.945 -0.655 -0.261
C 1.398 -3.962 -2.121 -0.048
C 4.060 -5.058 1.420 -0.121
H 2.486 -3.238 -0.271 0.106
H 0.879 -3.832 -0.012 0.099
H 0.792 -4.802 -2.460 0.078
H 2.318 -3.792 -2.680 0.056
H 0.704 -3.136 -2.281 0.051
H 4.518 -5.305 2.378 0.072
H 4.043 -3.971 1.336 0.061
H 4.715 -5.518 0.681 0.081
O -2.300 -2.914 0.443 -0.289
S -2.297 -3.179 -1.010 0.712
O -1.637 -2.176 -1.869 -0.322
O -1.496 -4.655 -1.294 -0.282
C -1.981 -5.893 -0.680 -0.265
C -0.846 -6.850 -0.668 -0.069
C -3.909 -3.612 -1.759 -0.093
H -2.858 -6.345 -1.143 0.114
H -2.329 -5.771 0.345 0.123
H -0.032 -6.663 0.032 0.059
H -0.377 -6.994 -1.642 0.090
H -1.170 -7.840 -0.348 0.091
H -4.349 -4.406 -1.156 0.069
H -3.684 -3.912 -2.782 0.077
H -4.609 -2.777 -1.806 0.054
O 1.270 2.845 -0.920 -0.330
S 0.628 1.544 -1.113 0.691
O 1.285 0.509 -1.932 -0.326
O 0.521 0.841 0.386 -0.309
C -0.088 -0.452 0.491 -0.268
C -0.636 -0.533 1.901 -0.065
C -1.248 1.800 -1.471 -0.053
H 0.727 -1.136 0.257 0.115
H -0.988 -0.506 -0.122 0.086
H -1.527 0.079 2.039 0.082
H 0.075 -0.046 2.568 0.061
H -0.852 -1.558 2.201 0.075
H -1.305 2.691 -2.096 0.032
H -1.823 1.937 -0.555 0.065
H -1.516 0.955 -2.105 0.043